Arrangement 1

Formula: C57H122N6O7
Source: the Open Molecules 2025 dataset
Level of theory: ωB97M-V/def2-TZVPD

Calculated values
Kohn-Sham gap, eV: 8.7
E_LUMO, eV: 0.53
HOMO, eV: -8.20

The geometry in XYZ format:
```
192
C57H122N6O7 (ωB97M-V/def2-TZVPD)
C -36.2426 -15.8952 -21.6066
C -35.0326 -15.3277 -22.3461
C -34.0673 -14.6997 -21.3655
C -33.2539 -15.7116 -20.5758
C -32.5326 -16.6730 -21.5476
C -33.5061 -17.3275 -22.5281
N -34.2600 -16.2493 -23.1760
O -35.1114 -16.7705 -24.2278
C -32.6026 -17.9728 -23.5844
C -34.3062 -18.4324 -21.8579
C -35.5346 -14.2059 -23.2731
H -37.0223 -15.1618 -21.3802
H -35.9813 -16.3849 -20.6641
H -36.7977 -16.6413 -22.1886
H -33.3433 -14.0389 -21.8521
H -34.6291 -14.0553 -20.6802
H -33.7915 -16.3792 -19.8964
H -32.4991 -15.1795 -19.9926
H -32.1164 -17.4726 -20.9406
H -31.7125 -16.1472 -22.0390
H -31.9760 -18.7208 -23.0962
H -33.1942 -18.4851 -24.3524
H -31.9807 -17.2552 -24.1090
H -34.6676 -18.1824 -20.8558
H -35.2043 -18.6574 -22.4468
H -33.8136 -19.4039 -21.7677
H -34.7835 -13.9526 -24.0194
H -35.6743 -13.3033 -22.6657
H -36.5113 -14.4254 -23.6974
H -34.6085 -16.5951 -25.0292
C -21.9675 -20.7163 -18.9053
C -23.1251 -21.4102 -19.6335
C -23.1251 -20.7752 -21.0347
C -23.9549 -21.5478 -22.0543
C -23.3320 -22.9306 -22.1361
C -23.3876 -23.6877 -20.8130
N -22.7262 -22.8141 -19.8379
O -22.6871 -23.4922 -18.5728
C -24.8610 -24.0120 -20.5251
C -22.6021 -24.9857 -20.9660
C -24.4551 -21.2357 -18.9260
H -21.8095 -21.2531 -17.9601
H -22.2661 -19.7343 -18.5285
H -21.0837 -20.7002 -19.5290
H -23.7057 -19.8415 -20.8951
H -22.1652 -20.4291 -21.4222
H -23.9980 -21.0755 -23.0349
H -24.9861 -21.5238 -21.6936
H -22.2898 -22.8475 -22.4800
H -23.7592 -23.5041 -22.9728
H -24.9531 -24.6394 -19.6368
H -25.4438 -23.1112 -20.3587
H -25.3280 -24.5011 -21.3816
H -21.5364 -24.7443 -21.0507
H -22.6679 -25.5627 -20.0398
H -22.9373 -25.5700 -21.8165
H -24.4922 -20.3609 -18.2733
H -24.6073 -22.1037 -18.2823
H -25.3066 -21.1353 -19.5977
H -21.7520 -23.6587 -18.4180
C -23.7003 -14.3561 -28.5051
C -25.0102 -15.0648 -28.7919
C -25.5352 -14.4589 -30.0943
C -26.5931 -15.2512 -30.8344
C -26.0495 -16.6545 -31.0438
C -25.6153 -17.3858 -29.7717
N -24.8359 -16.4860 -28.9410
O -24.4137 -17.0624 -27.7333
C -26.8881 -17.9069 -29.0805
C -24.7018 -18.5578 -30.1074
C -26.0261 -14.7120 -27.6832
H -23.0211 -14.4493 -29.3542
H -23.1921 -14.8114 -27.6476
H -23.8509 -13.3089 -28.2467
H -25.8277 -13.4108 -29.9623
H -24.7334 -14.3117 -30.8358
H -26.7374 -14.8098 -31.8246
H -27.5807 -15.2202 -30.3664
H -25.2801 -16.6670 -31.8297
H -26.7903 -17.2869 -31.5554
H -27.4576 -18.5362 -29.7679
H -26.5899 -18.5353 -28.2373
H -27.5582 -17.1251 -28.7289
H -25.1857 -19.3928 -30.6161
H -23.8449 -18.2221 -30.6919
H -24.3419 -18.9480 -29.1537
H -25.7521 -15.1503 -26.7176
H -26.9839 -15.2021 -27.8963
H -26.1932 -13.6430 -27.5744
H -23.6035 -17.5272 -27.9778
C -17.7590 -18.7364 -27.3083
C -18.3764 -20.1537 -27.5196
C -18.5572 -20.7365 -26.1122
C -19.8699 -20.3749 -25.4133
C -21.0364 -20.6104 -26.3614
C -20.9169 -19.8925 -27.7115
N -19.5858 -20.1300 -28.2685
O -19.4501 -19.5977 -29.5616
C -21.9594 -20.5282 -28.6505
C -21.1599 -18.3831 -27.4643
C -17.3083 -21.0069 -28.2188
H -18.0071 -18.0696 -28.1394
H -16.6707 -18.7601 -27.2383
H -18.1290 -18.2638 -26.3942
H -18.4768 -21.8326 -26.0866
H -17.7170 -20.4399 -25.4779
H -19.8480 -19.3626 -24.9990
H -19.9290 -21.0402 -24.5475
H -21.9231 -20.1910 -25.8701
H -21.2135 -21.6869 -26.4311
H -22.9080 -20.6967 -28.1353
H -22.1287 -19.8906 -29.5154
H -21.5601 -21.4997 -28.9403
H -21.2897 -17.7963 -28.3806
H -22.1404 -18.3232 -26.9775
H -20.3352 -17.9735 -26.8931
H -17.7108 -22.0198 -28.3657
H -16.4019 -21.1065 -27.6308
H -17.1185 -20.6427 -29.2316
H -19.2799 -20.3664 -30.1180
C -23.3964 -14.0042 -23.8566
C -23.3888 -15.2559 -22.9687
C -22.6149 -16.3367 -23.7230
C -22.2152 -17.4612 -22.7613
C -21.4340 -16.9554 -21.5810
C -22.1759 -15.8887 -20.7809
N -22.6985 -14.8969 -21.7292
O -23.4643 -13.9282 -21.0115
C -23.2424 -16.5803 -19.9506
C -21.1715 -15.1973 -19.8574
C -24.8574 -15.6724 -22.7794
H -22.4003 -13.5569 -23.8720
H -24.0550 -13.2551 -23.4036
H -23.7912 -14.2185 -24.8475
H -23.2050 -16.7468 -24.5416
H -21.6742 -15.8688 -24.0301
H -21.6546 -18.1788 -23.3833
H -23.0674 -18.0966 -22.4826
H -20.4184 -16.6857 -21.8944
H -21.2412 -17.8318 -20.9466
H -23.7073 -17.4206 -20.4734
H -22.8705 -16.9416 -18.9927
H -24.0479 -15.8681 -19.7626
H -21.6199 -14.4235 -19.2330
H -20.7837 -15.9284 -19.1356
H -20.2986 -14.8197 -20.3907
H -25.2801 -15.8135 -23.7810
H -25.4470 -14.9505 -22.2238
H -24.9393 -16.6587 -22.3103
H -23.0468 -13.0909 -21.2394
C -31.6676 -19.1372 -18.5575
C -30.1996 -19.3830 -18.8609
C -30.0288 -19.8793 -20.2919
C -28.5725 -19.9166 -20.7739
C -27.8414 -18.6102 -20.5285
C -28.0698 -17.9776 -19.1477
N -29.4797 -18.1213 -18.7921
O -29.6601 -17.5422 -17.5010
C -27.1435 -18.6857 -18.1379
C -27.7065 -16.5335 -19.2902
C -29.6911 -20.4207 -17.8629
H -32.0660 -18.3102 -19.1408
H -31.7845 -18.9058 -17.4972
H -32.2062 -20.0733 -18.7101
H -30.4652 -20.8799 -20.3873
H -30.5794 -19.1848 -20.9347
H -28.5048 -20.2268 -21.8221
H -28.0812 -20.7763 -20.2868
H -27.9978 -17.8963 -21.3442
H -26.7776 -18.8657 -20.6621
H -27.5598 -18.6005 -17.1331
H -27.1136 -19.7604 -18.3367
H -26.1037 -18.3585 -18.1406
H -27.8087 -15.9600 -18.3657
H -26.6549 -16.4398 -19.5613
H -28.2653 -16.0418 -20.0906
H -30.4459 -21.1752 -17.6395
H -29.3007 -19.9667 -16.9561
H -28.8539 -20.9721 -18.3049
H -30.1283 -16.7144 -17.6493
C -26.9436 -18.3140 -25.2473
C -26.0172 -19.4363 -24.8621
C -25.0607 -19.7890 -25.9908
O -25.2181 -19.0424 -23.8016
H -26.4009 -17.3973 -25.4913
H -27.5809 -18.0750 -24.3914
H -27.5922 -18.5985 -26.0770
H -26.5714 -20.3410 -24.6124
H -24.4078 -18.9231 -26.1111
H -25.5136 -19.9986 -26.9619
H -24.5478 -20.7032 -25.6840
H -24.5265 -18.4468 -24.1055
```

Mulliken population analysis, charges in e, atoms 1 to 99: number 1, C, carries -1.809; number 2, C, carries 1.924; number 3, C, carries -1.447; number 4, C, carries -0.861; number 5, C, carries 0.506; number 6, C, carries 2.073; number 7, N, carries 0.142; number 8, O, carries -0.487; number 9, C, carries -2.114; number 10, C, carries -1.759; number 11, C, carries -2.029; number 12, H, carries 0.440; number 13, H, carries 0.330; number 14, H, carries 0.373; number 15, H, carries 0.376; number 16, H, carries 0.466; number 17, H, carries 0.332; number 18, H, carries 0.476; number 19, H, carries -1.513; number 20, H, carries 0.562; number 21, H, carries 0.309; number 22, H, carries 0.489; number 23, H, carries 0.502; number 24, H, carries 0.303; number 25, H, carries 0.365; number 26, H, carries 0.399; number 27, H, carries 0.461; number 28, H, carries 0.451; number 29, H, carries 0.361; number 30, H, carries 0.339; number 31, C, carries -1.958; number 32, C, carries 2.380; number 33, C, carries -0.410; number 34, C, carries 0.762; number 35, C, carries -1.688; number 36, C, carries 2.034; number 37, N, carries 0.088; number 38, O, carries -0.498; number 39, C, carries -1.453; number 40, C, carries -2.144; number 41, C, carries -1.449; number 42, H, carries 0.559; number 43, H, carries 0.127; number 44, H, carries 0.383; number 45, H, carries -0.874; number 46, H, carries 0.679; number 47, H, carries -0.540; number 48, H, carries -0.083; number 49, H, carries 0.281; number 50, H, carries 0.512; number 51, H, carries 0.359; number 52, H, carries 0.117; number 53, H, carries 0.386; number 54, H, carries 0.452; number 55, H, carries 0.396; number 56, H, carries 0.387; number 57, H, carries 0.428; number 58, H, carries 0.376; number 59, H, carries -0.108; number 60, H, carries 0.368; number 61, C, carries -1.919; number 62, C, carries 1.599; number 63, C, carries -1.269; number 64, C, carries -0.600; number 65, C, carries -1.459; number 66, C, carries 1.568; number 67, N, carries -0.330; number 68, O, carries 1.345; number 69, C, carries -1.187; number 70, C, carries -1.539; number 71, C, carries -1.423; number 72, H, carries 0.429; number 73, H, carries 0.130; number 74, H, carries 0.400; number 75, H, carries 0.446; number 76, H, carries 0.376; number 77, H, carries 0.449; number 78, H, carries 0.330; number 79, H, carries 0.371; number 80, H, carries 0.433; number 81, H, carries 0.507; number 82, H, carries -0.300; number 83, H, carries 0.319; number 84, H, carries 0.465; number 85, H, carries 0.510; number 86, H, carries -0.153; number 87, H, carries -0.060; number 88, H, carries 0.289; number 89, H, carries 0.482; number 90, H, carries -0.208; number 91, C, carries -1.881; number 92, C, carries 1.834; number 93, C, carries -1.750; number 94, C, carries -0.313; number 95, C, carries -0.392; number 96, C, carries 1.790; number 97, N, carries 0.587; number 98, O, carries -0.503; number 99, C, carries -1.942

=====

Arrangement 2

Formula: C57H122N6O7
Source: the Open Molecules 2025 dataset
Level of theory: ωB97M-V/def2-TZVPD

Calculated values
Kohn-Sham gap, eV: 8.2
E_LUMO, eV: 0.40
HOMO, eV: -7.84

The geometry in XYZ format:
```
192
C57H122N6O7 (ωB97M-V/def2-TZVPD)
C -5.2198 30.5753 -27.3837
C -4.9857 31.8916 -28.2244
C -5.4082 33.1585 -27.4046
C -4.3712 33.4975 -26.3464
C -3.0195 33.6755 -27.0482
C -2.4864 32.4479 -27.7695
N -3.5690 32.0455 -28.6749
O -3.2099 31.0439 -29.4634
C -1.2759 33.0133 -28.6216
C -1.9867 31.3926 -26.7954
C -6.0092 31.8368 -29.3601
H -5.2317 29.6284 -27.9235
H -6.0836 30.7161 -26.7340
H -4.3714 30.4128 -26.7189
H -5.7041 33.9759 -28.0622
H -6.2447 32.8650 -26.7705
H -4.3666 32.6187 -25.7016
H -4.6661 34.3377 -25.7177
H -2.2211 34.1186 -26.4530
H -3.3228 34.4694 -27.7307
H -1.6201 33.7644 -29.3325
H -0.4865 33.5059 -28.0540
H -0.7941 32.2180 -29.1905
H -1.8676 30.4770 -27.3748
H -1.0543 31.7691 -26.3747
H -2.6135 31.1864 -25.9278
H -7.0631 31.7221 -29.1066
H -5.8253 31.1449 -30.1820
H -5.8966 32.7906 -29.8755
H -3.1102 31.5186 -30.2918
C -10.5654 31.7994 -22.5980
C -11.2762 33.1549 -22.4701
C -10.2249 34.1107 -21.8681
C -10.7336 35.6336 -21.8688
C -10.9064 35.9134 -23.3767
C -11.9601 35.0253 -24.1092
N -11.7053 33.6176 -23.7628
O -12.6283 32.7790 -24.3633
C -13.3003 35.6571 -23.7481
C -11.8107 35.3000 -25.6129
C -12.5157 32.9382 -21.4166
H -9.7096 31.8688 -23.2696
H -11.2109 31.0841 -23.1077
H -10.2696 31.3673 -21.6420
H -9.8986 33.8430 -20.8632
H -9.4382 34.0604 -22.6209
H -10.0709 36.3154 -21.3357
H -11.6484 35.8219 -21.3068
H -9.9310 35.8143 -23.8530
H -11.2275 36.9525 -23.4486
H -14.0949 35.1078 -24.2530
H -13.4919 35.5072 -22.6856
H -13.5392 36.6648 -24.0881
H -12.4824 34.8204 -26.3249
H -12.0394 36.3192 -25.9244
H -10.7807 35.0596 -25.8765
H -13.1233 33.8414 -21.3609
H -12.2628 32.6480 -20.3968
H -13.1222 32.1407 -21.8459
H -12.0312 32.5586 -25.0820
C -19.4908 35.2698 -28.0837
C -20.7171 34.3075 -28.0967
C -20.6897 33.4611 -26.8117
C -21.9473 32.5916 -26.4623
C -23.2327 33.4641 -26.4405
C -23.3944 34.5071 -27.6265
N -22.0477 35.0758 -27.9905
O -22.1638 35.9298 -29.0570
C -24.0812 33.7678 -28.7978
C -24.3693 35.6845 -27.2196
C -20.7067 33.3805 -29.3680
H -19.6306 35.9092 -28.9553
H -18.5359 34.7749 -28.2612
H -19.3968 36.0302 -27.3084
H -19.8576 32.7572 -26.7984
H -20.4997 34.0926 -25.9438
H -21.8254 32.2489 -25.4348
H -22.0604 31.7726 -27.1726
H -23.3375 33.8676 -25.4334
H -24.0861 32.7873 -26.4832
H -24.9692 33.2180 -28.4859
H -24.3347 34.4215 -29.6324
H -23.3863 33.0408 -29.2183
H -23.8789 36.2105 -26.4004
H -24.5837 36.3428 -28.0615
H -25.3316 35.3369 -26.8438
H -20.7348 33.8040 -30.3720
H -21.4253 32.5626 -29.4203
H -19.7947 32.8113 -29.1885
H -21.6489 36.7087 -28.8337
C -22.1908 32.7742 -16.7587
C -21.8806 31.5842 -17.6910
C -20.6020 31.9352 -18.5896
C -19.7483 30.8853 -19.2375
C -19.4337 29.8490 -18.1419
C -20.6666 29.3136 -17.4275
N -21.4295 30.4634 -16.8643
O -22.3145 30.1341 -15.8899
C -21.4471 28.3930 -18.3680
C -20.1743 28.4368 -16.2849
C -23.1513 31.3450 -18.5387
H -21.2279 33.0692 -16.3418
H -22.8820 32.5670 -15.9417
H -22.4592 33.6727 -17.3143
H -21.0761 32.5301 -19.3703
H -20.0503 32.6330 -17.9596
H -18.8389 31.2986 -19.6738
H -20.3405 30.5453 -20.0870
H -18.8925 30.4389 -17.4022
H -18.7969 29.0640 -18.5499
H -21.1686 27.3399 -18.4073
H -22.4397 28.1364 -17.9979
H -21.5734 28.6510 -19.4195
H -21.0784 28.0414 -15.8218
H -19.4373 27.7616 -16.7197
H -19.6826 29.0351 -15.5179
H -23.0263 30.6534 -19.3718
H -23.3132 32.3222 -18.9938
H -23.9484 31.0748 -17.8462
H -21.8181 30.5153 -15.1620
C -16.9485 41.9751 -33.5862
C -16.1500 40.6808 -33.5002
C -15.3707 40.5991 -34.8960
C -14.1236 41.5314 -34.7693
C -13.2088 41.1763 -33.6457
C -13.8852 41.3981 -32.3415
N -15.1919 40.6236 -32.3086
O -15.7500 40.6257 -31.0896
C -13.0414 40.7158 -31.2113
C -13.8849 42.9329 -31.9159
C -17.1517 39.4892 -33.4925
H -17.4426 42.1756 -34.5368
H -16.2911 42.8153 -33.3626
H -17.6772 41.9573 -32.7758
H -15.1966 39.5465 -35.1194
H -15.9323 41.0566 -35.7105
H -14.4606 42.5452 -34.5530
H -13.6014 41.5532 -35.7258
H -12.3797 41.8679 -33.7960
H -12.7619 40.1952 -33.8065
H -13.3333 40.9054 -30.1784
H -12.8361 39.6568 -31.3681
H -12.0346 41.1292 -31.2717
H -14.3536 43.6366 -32.6038
H -14.4611 42.9921 -30.9925
H -12.8823 43.3244 -31.7438
H -17.6403 39.5254 -32.5188
H -16.5363 38.5895 -33.4900
H -17.9232 39.4667 -34.2621
H -16.2647 41.4360 -31.0795
C -12.8204 33.1324 -13.3308
C -12.2312 32.2882 -12.1425
C -10.8317 31.8466 -12.5322
C -9.8956 31.3252 -11.3604
C -9.8471 32.4829 -10.3580
C -11.1843 32.9317 -9.8135
N -12.0725 33.2242 -11.0227
O -13.3079 33.8180 -10.6689
C -11.7444 31.8711 -8.7957
C -11.0131 34.2908 -9.2141
C -13.1219 31.0860 -11.8243
H -12.1275 33.8697 -13.7361
H -13.6924 33.7223 -13.0482
H -12.9048 32.4238 -14.1548
H -10.9421 30.9595 -13.1558
H -10.3714 32.5476 -13.2285
H -8.8604 31.0540 -11.5678
H -10.2294 30.4055 -10.8798
H -9.2917 33.3774 -10.6399
H -9.2016 32.1392 -9.5497
H -12.7202 32.1411 -8.3920
H -11.8787 30.8733 -9.2133
H -11.0784 31.7072 -7.9486
H -10.7468 35.0432 -9.9564
H -11.8391 34.6933 -8.6279
H -10.1576 34.4266 -8.5524
H -12.6980 30.4271 -11.0665
H -13.2695 30.3488 -12.6136
H -14.1259 31.3423 -11.4863
H -13.2277 34.5649 -11.2666
C -13.5900 25.5569 -25.7453
C -13.3529 26.2639 -27.1114
C -14.4344 27.3166 -27.3169
O -12.1139 26.9430 -27.0687
H -14.5059 24.9901 -25.9129
H -13.7579 26.2707 -24.9388
H -12.7071 25.0219 -25.3957
H -13.3244 25.4424 -27.8272
H -14.9247 26.9551 -28.2209
H -14.2668 28.3707 -27.5376
H -15.3248 27.1502 -26.7106
H -11.4701 26.3375 -26.6938
```

Mulliken population analysis, charges in e, atoms 1 to 99: number 1, C, carries -1.562; number 2, C, carries 1.422; number 3, C, carries -1.071; number 4, C, carries -0.704; number 5, C, carries -1.340; number 6, C, carries 1.684; number 7, N, carries 0.274; number 8, O, carries -0.487; number 9, C, carries -1.919; number 10, C, carries -1.774; number 11, C, carries -1.941; number 12, H, carries 0.348; number 13, H, carries 0.367; number 14, H, carries 0.351; number 15, H, carries 0.352; number 16, H, carries 0.345; number 17, H, carries 0.293; number 18, H, carries 0.410; number 19, H, carries 0.541; number 20, H, carries 0.385; number 21, H, carries 0.438; number 22, H, carries 0.402; number 23, H, carries 0.422; number 24, H, carries 0.422; number 25, H, carries 0.452; number 26, H, carries 0.299; number 27, H, carries 0.354; number 28, H, carries 0.371; number 29, H, carries 0.488; number 30, H, carries 0.378; number 31, C, carries -1.976; number 32, C, carries 1.323; number 33, C, carries -1.243; number 34, C, carries -0.641; number 35, C, carries -1.146; number 36, C, carries 1.535; number 37, N, carries 0.421; number 38, O, carries -0.474; number 39, C, carries -1.835; number 40, C, carries -1.936; number 41, C, carries -1.467; number 42, H, carries 0.408; number 43, H, carries 0.463; number 44, H, carries 0.383; number 45, H, carries 0.450; number 46, H, carries 0.411; number 47, H, carries 0.385; number 48, H, carries 0.338; number 49, H, carries 0.369; number 50, H, carries 0.410; number 51, H, carries 0.397; number 52, H, carries 0.329; number 53, H, carries 0.427; number 54, H, carries 0.417; number 55, H, carries 0.395; number 56, H, carries 0.414; number 57, H, carries 0.304; number 58, H, carries 0.367; number 59, H, carries 0.389; number 60, H, carries 0.383; number 61, C, carries -1.896; number 62, C, carries 1.577; number 63, C, carries -1.284; number 64, C, carries -0.605; number 65, C, carries -1.112; number 66, C, carries 1.398; number 67, N, carries 0.178; number 68, O, carries -0.520; number 69, C, carries -1.538; number 70, C, carries -1.786; number 71, C, carries -1.676; number 72, H, carries 0.469; number 73, H, carries 0.359; number 74, H, carries 0.378; number 75, H, carries 0.467; number 76, H, carries 0.408; number 77, H, carries 0.361; number 78, H, carries 0.323; number 79, H, carries 0.427; number 80, H, carries 0.324; number 81, H, carries 0.423; number 82, H, carries 0.325; number 83, H, carries 0.317; number 84, H, carries 0.459; number 85, H, carries 0.345; number 86, H, carries 0.377; number 87, H, carries 0.306; number 88, H, carries 0.371; number 89, H, carries 0.466; number 90, H, carries 0.359; number 91, C, carries -1.831; number 92, C, carries 1.296; number 93, C, carries -1.204; number 94, C, carries -0.639; number 95, C, carries -1.235; number 96, C, carries 1.593; number 97, N, carries 0.401; number 98, O, carries -0.486; number 99, C, carries -1.753

=====

Pick the least stable structure from those above. Pick: arrangement 2